51
Properties=species:S:1:pos:R:3:nbo_charge:R:1 method="wB97M-V/def2-TZVPD" orbital_gap_ev=10.55 multiplicity=1 de_lowest_ev=3.636 homo_energy_ev=-11.0
O 5.097 1.825 -1.929 -0.930
H 4.711 1.160 -2.512 0.471
H 4.814 1.418 -1.104 0.458
O -0.528 1.948 -3.279 -0.965
H -1.013 1.367 -3.851 0.495
H -0.757 1.748 -2.374 0.474
O 2.522 1.259 -3.355 -0.979
H 1.657 1.343 -2.948 0.496
H 2.727 2.124 -3.723 0.480
O 1.053 -1.732 -0.950 -0.972
H 0.706 -2.434 -1.503 0.487
H 0.376 -1.201 -0.523 0.486
O -2.814 -0.426 1.523 -0.989
H -2.049 -0.999 1.619 0.501
H -2.919 0.081 2.329 0.483
O -2.690 0.280 -2.916 -0.979
H -3.503 0.329 -2.387 0.467
H -2.462 -0.542 -2.424 0.489
O -4.998 -1.122 0.136 -0.969
H -4.726 -1.140 1.057 0.495
H -5.679 -0.441 0.125 0.475
O -4.506 3.540 -0.302 -0.970
H -4.827 2.644 -0.376 0.472
H -3.729 3.686 0.238 0.497
O 2.388 -0.315 3.258 -0.931
H 2.053 -0.574 2.391 0.450
H 3.287 -0.639 3.140 0.482
O 3.793 -4.103 -1.081 -0.935
H 4.468 -3.512 -0.725 0.461
H 3.060 -3.512 -0.860 0.476
O 1.906 5.183 1.247 -0.954
H 1.770 4.446 1.843 0.475
H 2.685 5.089 0.695 0.479
O -2.807 -2.138 -1.556 -0.978
H -3.346 -1.956 -0.778 0.510
H -3.347 -2.576 -2.212 0.485
O -2.311 0.111 4.743 -0.943
H -2.706 0.440 5.562 0.473
H -1.408 0.373 4.959 0.471
O 2.912 -2.792 2.779 -0.939
H 2.453 -2.889 1.927 0.466
H 3.690 -3.292 2.518 0.473
O 3.534 -2.048 -2.114 -0.952
H 4.093 -2.406 -2.813 0.475
H 3.590 -1.106 -2.353 0.473
O -0.267 -1.976 1.851 -1.003
H -0.282 -2.859 1.491 0.505
H 0.365 -1.693 2.507 0.506
O -2.212 2.890 1.671 -0.941
H -1.998 2.154 2.255 0.471
H -1.572 2.769 0.967 0.472